# C66H53AsFeN7OS3

A structure of composition C66H53AsFeN7OS3 (ωB97M-V with the def2-TZVPD basis set, the Open Molecules 2025 dataset).

```
132
Properties=species:S:1:pos:R:3:forces:R:3:mulliken_spin:R:1
Fe 1.35644 -0.68013 -0.09289 0.00 -0.92 0.51 1.02
O 5.29932 -1.05623 -0.43312 0.09 -0.01 -0.06 0.03
C 4.09660 -0.96496 -0.57703 -0.38 0.19 -0.20 0.01
N 3.17620 -0.62707 0.34803 -0.29 -0.51 -0.21 0.00
C 3.55079 -0.32090 1.70345 -0.25 -0.02 0.10 0.00
C 2.33577 -0.53566 2.58764 0.09 0.00 -0.23 0.01
C 2.39448 -0.48554 3.97393 0.05 0.01 -0.06 0.00
C 1.22992 -0.62919 4.70744 -0.04 -0.02 -0.03 0.00
C 0.02934 -0.83229 4.03891 0.04 0.03 0.00 0.00
C 0.04277 -0.88688 2.65949 -0.03 0.01 0.01 0.00
N 1.16472 -0.73507 1.95092 0.36 0.39 -0.20 -0.03
C 3.41190 -1.14249 -1.93032 -0.02 0.10 0.22 0.00
C 4.11915 -1.39938 -3.08764 0.00 0.04 0.04 0.00
C 3.42860 -1.44367 -4.29067 -0.01 -0.01 0.06 0.00
C 2.05618 -1.23660 -4.28858 0.04 -0.01 0.00 0.00
C 1.41108 -1.01011 -3.08487 -0.23 -0.07 -0.08 0.00
N 2.07427 -0.96789 -1.93321 0.35 0.22 0.33 -0.02
H 3.85761 0.72950 1.80495 0.01 -0.01 -0.01 0.00
H 4.40377 -0.92764 2.02338 -0.06 -0.01 0.06 0.00
H 3.34814 -0.32797 4.45914 0.01 0.00 0.02 0.00
H 1.25763 -0.59149 5.78843 0.00 0.00 0.01 0.00
H -0.89951 -0.96342 4.57496 -0.02 -0.01 0.00 0.00
H -0.85527 -1.05932 2.08347 -0.01 -0.03 0.02 0.00
H 5.18853 -1.54210 -3.01068 0.00 0.00 -0.03 0.00
H 3.95163 -1.63451 -5.21789 0.01 0.00 -0.01 0.00
H 1.48400 -1.25916 -5.20515 -0.01 0.00 -0.01 0.00
H 0.33438 -0.88466 -3.02114 0.13 0.00 0.00 0.00
N -0.58499 -0.79872 -0.41466 0.06 -0.07 -0.34 -0.01
S -1.86086 -0.10742 -0.36727 0.03 0.13 0.09 0.00
N -2.01942 1.25481 0.56248 -0.07 0.01 -0.07 0.00
S -1.76693 2.73123 0.16609 0.16 -0.22 -0.19 0.00
N -0.50310 3.15686 -0.63264 -0.17 0.10 0.20 0.00
S 1.01691 2.64383 -0.22474 -0.02 -0.35 -0.11 0.01
N 1.29619 1.22842 -0.18090 -0.04 0.76 0.18 -0.02
C 1.92694 3.52046 -1.48214 -0.08 -0.06 0.04 0.00
C 3.15160 2.95192 -1.79708 0.07 -0.08 0.05 0.00
C 3.95679 3.56533 -2.74444 -0.01 0.00 0.00 0.00
C 3.53090 4.73154 -3.36335 -0.01 0.02 0.00 0.00
C 2.29678 5.28616 -3.04638 0.00 -0.01 -0.01 0.00
C 1.48296 4.68059 -2.10141 -0.08 0.03 -0.02 -0.01
C 1.38420 3.53888 1.28682 0.02 -0.08 -0.07 0.00
C 1.71580 4.88619 1.29340 -0.01 0.03 -0.05 0.01
C 1.97805 5.50760 2.50396 0.01 0.01 0.01 0.00
C 1.90300 4.78911 3.68970 -0.01 0.01 0.00 0.00
C 1.56737 3.44317 3.67003 0.01 -0.01 -0.01 0.00
C 1.31425 2.80938 2.46329 -0.10 -0.13 -0.03 0.00
C -1.93169 3.57529 1.72053 0.04 -0.05 -0.06 0.00
C -2.16204 2.88310 2.89789 -0.02 -0.07 0.00 0.00
C -2.30464 3.60824 4.07211 0.03 -0.03 -0.02 0.00
C -2.20762 4.99145 4.05451 0.00 0.00 0.02 0.00
C -1.96666 5.66713 2.86446 0.01 0.00 -0.01 0.00
C -1.82810 4.95908 1.68421 0.02 0.07 -0.04 0.00
C -3.08789 3.40867 -0.81243 0.08 -0.03 0.05 0.00
C -4.37055 3.25652 -0.30274 -0.05 0.00 0.06 0.00
C -5.43768 3.78255 -1.00854 0.02 -0.01 0.01 0.00
C -5.21232 4.45449 -2.20407 0.00 0.00 -0.01 0.00
C -3.92435 4.60104 -2.69672 -0.01 -0.01 -0.02 0.00
C -2.84517 4.07590 -2.00101 0.08 -0.04 -0.03 0.00
C -3.12444 -1.10722 0.40006 0.04 0.07 -0.05 0.01
C -4.25857 -0.57578 0.99822 -0.01 0.05 0.04 0.00
C -5.17833 -1.43753 1.57342 0.01 -0.02 0.02 0.00
C -4.95665 -2.81038 1.55356 -0.02 0.01 0.00 0.00
C -3.81885 -3.32833 0.95315 0.01 0.05 -0.01 0.00
C -2.89887 -2.47451 0.36334 0.16 -0.07 -0.08 0.01
C -2.53151 0.34402 -1.96772 0.16 -0.02 -0.01 0.00
C -1.64795 0.94933 -2.85788 0.07 -0.02 0.10 0.00
C -2.08900 1.28766 -4.12618 0.00 0.02 0.04 0.00
C -3.40074 1.02320 -4.49842 0.00 -0.01 -0.01 0.00
C -4.26886 0.41400 -3.60606 -0.04 0.02 -0.02 0.00
C -3.83796 0.06373 -2.33404 -0.05 0.05 0.08 0.00
H 3.45782 2.03548 -1.30608 0.02 0.01 0.00 0.00
H 4.91523 3.13339 -2.99724 0.01 -0.01 0.00 0.00
H 4.16104 5.21088 -4.10014 0.00 0.01 -0.01 0.00
H 1.96716 6.19077 -3.53859 -0.01 0.01 0.00 0.00
H 0.51676 5.09870 -1.85405 0.00 0.01 0.02 0.00
H 1.78762 5.44748 0.37286 0.00 0.01 -0.03 0.00
H 2.25043 6.55394 2.51943 0.01 0.01 0.00 0.00
H 2.11523 5.27976 4.62990 0.00 0.01 0.01 0.00
H 1.51005 2.88173 4.59298 0.00 -0.01 0.02 0.00
H 1.05479 1.75730 2.42338 0.00 0.07 0.01 0.00
H -2.23036 1.80457 2.88937 -0.01 -0.01 -0.01 0.00
H -2.49308 3.08836 5.00115 -0.01 -0.01 0.01 0.00
H -2.32396 5.55027 4.97310 0.00 0.01 0.01 0.00
H -1.89344 6.74562 2.85666 0.01 0.01 -0.01 0.00
H -1.64756 5.47554 0.74934 0.01 0.00 -0.01 0.00
H -4.53170 2.75543 0.64345 0.00 -0.01 0.02 0.00
H -6.44230 3.67862 -0.62341 -0.01 0.00 0.01 0.00
H -6.04756 4.87101 -2.75024 -0.01 0.01 -0.01 0.00
H -3.75495 5.12721 -3.62583 0.00 0.01 -0.02 0.00
H -1.83533 4.17278 -2.37324 0.00 0.00 0.01 0.00
H -4.41161 0.49317 1.02630 0.00 0.02 -0.01 0.00
H -6.06537 -1.03904 2.04638 -0.01 0.01 0.00 0.00
H -5.67594 -3.47545 2.01177 -0.01 -0.01 0.01 0.00
H -3.63736 -4.39446 0.94242 -0.01 -0.02 -0.01 0.00
H -2.00765 -2.86040 -0.12028 -0.06 0.04 0.04 -0.01
H -0.62925 1.15994 -2.55297 0.00 -0.04 0.01 0.00
H -1.41088 1.76018 -4.82405 0.02 0.01 -0.01 0.00
H -3.74396 1.28463 -5.49018 -0.01 0.00 -0.01 0.00
H -5.28700 0.20019 -3.90019 -0.02 -0.01 -0.01 0.00
H -4.51659 -0.42363 -1.64857 -0.01 -0.02 0.01 0.00
C 5.63893 -5.09866 -0.34822 0.02 0.01 0.01 0.00
C 5.26263 -4.39872 0.79003 0.00 -0.01 0.01 0.00
C 3.98746 -3.86748 0.88233 -0.01 -0.01 0.03 0.00
C 3.08139 -4.04677 -0.15799 -0.06 0.13 0.01 0.00
C 3.45840 -4.74448 -1.29742 -0.08 0.01 -0.06 0.00
C 4.73975 -5.26939 -1.38922 0.03 -0.02 -0.01 0.00
As 1.33747 -3.22174 -0.00022 -0.03 0.14 -0.09 0.00
C 0.19777 -4.26144 -1.16046 -0.10 0.05 0.06 -0.01
C 0.08231 -4.20419 -2.53953 0.12 0.05 -0.05 0.00
C -0.82561 -5.03061 -3.18724 -0.02 -0.01 -0.03 0.00
C -1.61950 -5.90152 -2.45470 -0.02 0.00 0.00 0.00
C -1.51447 -5.95639 -1.07296 0.04 0.02 0.00 0.00
C -0.60435 -5.13804 -0.41453 0.02 0.08 -0.03 0.00
C -0.40034 -5.09196 1.04774 0.06 0.05 0.11 -0.01
C -1.04182 -5.89735 1.98266 0.01 0.03 -0.04 0.00
C -0.73912 -5.76685 3.32980 -0.01 -0.02 0.02 0.00
C 0.20395 -4.84195 3.75807 0.01 0.01 0.01 0.00
C 0.85074 -4.03194 2.83458 -0.01 0.01 -0.01 0.00
C 0.54386 -4.15821 1.49003 0.03 0.05 -0.01 0.00
H 6.63568 -5.51142 -0.42241 0.01 0.00 0.00 0.00
H 5.96505 -4.26400 1.60127 0.00 0.01 0.00 0.00
H 3.70262 -3.31673 1.77321 -0.01 -0.01 -0.01 0.00
H 2.75635 -4.89450 -2.10952 0.01 0.00 0.02 0.00
H 5.03220 -5.81983 -2.27334 0.00 -0.01 -0.01 0.00
H 0.70594 -3.53678 -3.12204 -0.03 -0.02 0.03 0.00
H -0.91091 -4.99872 -4.26497 0.00 0.00 -0.01 0.00
H -2.32348 -6.54545 -2.96397 -0.01 -0.01 -0.01 0.00
H -2.13700 -6.64418 -0.51653 -0.01 -0.02 0.01 0.00
H -1.76317 -6.63951 1.66647 -0.01 -0.01 0.00 0.00
H -1.23165 -6.40358 4.05242 -0.01 0.00 0.00 0.00
H 0.44107 -4.76023 4.81061 0.00 0.00 0.00 0.00
H 1.59307 -3.31753 3.17133 0.01 0.00 0.01 0.00
```
Forces are in eV/Å.

Output
Spin multiplicity: 2
Charge: +2
Total energy: -7698.8361 Eh
<S²>: 0.770
HOMO-LUMO gap (alpha / beta): 8.1531 / 8.0354 eV
HOMO energy (alpha / beta): -12.51 / -12.51 eV